Record 1
{
  "formula": "C5H8FNS",
  "method": "the ωB97M-V functional and the def2-TZVPD basis",
  "multiplicity": 1,
  "total_charge": 0,
  "orbital_gap_ha": 0.3164,
  "lumo_ev": -0.32,
  "energy_ev": -20355.994,
  "homo_ev": -8.93,
  "smiles": "C[C@@]1(CF)NCC1=S",
  "symbols": ["S", "F", "N", "C", "C", "C", "C", "C", "H", "H", "H", "H", "H", "H", "H", "H"],
  "positions_angstrom": [[-2.636254, -0.184450, -0.822450], [1.745892, 1.804870, -0.821060], [0.845007, -1.094709, -0.110088], [0.521047, 1.221889, -1.165829], [0.047741, 0.910348, 1.342658], [-1.159760, -0.568335, -0.340978], [-0.403141, -1.872838, -0.177867], [0.106389, 0.234456, -0.036274], [1.032185, 1.299256, 1.624527], [-0.676770, 1.773543, 1.409985], [0.710055, 0.691245, -2.090662], [-0.233034, 2.021958, -1.259486], [1.451038, -1.360748, 0.668107], [-0.479095, -2.620930, -1.022758], [-0.651174, -2.433741, 0.687802], [-0.220127, 0.178185, 2.114372]],
  "atomic_forces_ev_per_a": [[0.104, 0.072, 0.150], [-0.275, 0.039, 0.075], [0.358, 0.400, 0.245], [0.033, -0.260, 1.078], [-0.129, 0.474, 0.319], [-0.200, -0.178, -0.468], [0.076, 0.039, -1.608], [0.142, -0.353, -0.214], [-0.078, -0.024, -0.222], [0.633, -0.996, -0.372], [-0.317, -0.119, -0.195], [0.281, -0.348, -0.081], [-0.235, 0.495, -0.238], [0.091, 1.004, 0.560], [-0.365, -0.340, 1.176], [-0.121, 0.095, -0.205]]
}



Record 2
{
  "formula": "C5H8IN2S",
  "method": "the ωB97M-V functional and the def2-TZVPD basis",
  "multiplicity": 1,
  "total_charge": 1,
  "orbital_gap_ha": [0.2211, 0.2212],
  "lumo_ev": [-7.16, -7.16],
  "energy_ev": -27219.435,
  "homo_ev": [-13.18, -13.18],
  "symbols": ["I", "S", "N", "N", "C", "C", "C", "C", "C", "H", "H", "H", "H", "H", "H", "H", "H"],
  "positions_angstrom": [[3.080860, -0.095917, -0.544721], [-1.439400, 2.736003, -0.727466], [0.090539, 0.640546, -0.343139], [-2.069754, 0.221487, -0.106804], [0.072325, 1.900631, -0.452189], [0.964713, -0.792972, 1.485163], [-2.500084, 1.362298, -0.425413], [0.339261, -1.572740, -0.843171], [0.911153, -0.467632, -0.025465], [0.828426, 2.558796, -0.060650], [0.275575, -1.265484, -1.929000], [1.706142, -0.126759, 2.044806], [-0.736319, -1.642848, -0.586481], [0.884852, -2.479533, -0.464337], [1.058038, -1.955346, 1.530438], [0.077341, -0.493321, 1.964212], [-3.543669, 1.472785, -0.515776]],
  "atomic_forces_ev_per_a": [[-1.061, 0.065, -0.191], [-0.179, 0.338, -0.049], [-2.729, 1.601, 0.596], [1.597, 1.236, -0.931], [-1.175, -1.347, 1.072], [1.295, -0.582, -0.161], [3.043, -1.368, 0.325], [-0.448, -0.825, -0.412], [1.171, 0.373, 0.779], [0.976, 0.287, -0.743], [0.839, -1.024, 0.978], [-0.427, -1.584, -0.902], [0.607, -0.281, 0.292], [-0.616, 0.472, -1.511], [0.339, 2.346, 0.509], [-1.726, -0.051, 0.349], [-1.506, 0.346, 0.000]]
}



Record 3
{
  "formula": "C5H8IN3S",
  "method": "the ωB97M-V functional and the def2-TZVPD basis",
  "multiplicity": 1,
  "total_charge": 0,
  "orbital_gap_ha": 0.2914,
  "lumo_ev": 0.17,
  "energy_ev": -28717.009,
  "homo_ev": -7.76,
  "symbols": ["I", "S", "N", "N", "N", "C", "C", "C", "C", "C", "H", "H", "H", "H", "H", "H", "H", "H"],
  "positions_angstrom": [[-3.928742, -0.447733, 2.485045], [1.719377, -0.939839, -0.715312], [-0.096222, -1.890590, 2.493732], [-2.140079, -0.420312, 1.559181], [-1.706299, 1.821461, 2.168466], [0.552745, -0.635859, 0.533568], [-0.058572, 0.501904, 0.897932], [0.715718, -1.326157, 1.701789], [0.472357, -1.098583, -2.056976], [-1.320285, 0.605282, 1.540375], [-1.181330, -1.648967, 2.275690], [0.320238, 1.492058, 0.586872], [-1.104263, 2.586822, 2.308509], [-0.122629, -1.931068, -1.799121], [0.062894, -2.199824, 3.426944], [1.004955, -1.421600, -2.928668], [0.063073, -0.154255, -2.240445], [-2.664026, 1.864805, 2.546300]],
  "atomic_forces_ev_per_a": [[-0.202, 0.320, 0.225], [-0.033, 0.006, -1.028], [-3.459, 0.407, -0.187], [0.949, -0.974, -0.596], [-0.845, -2.174, -0.774], [1.329, -0.994, 1.417], [-1.304, 4.050, -1.261], [0.957, -1.806, 0.131], [2.202, -0.626, 0.424], [-1.903, 1.542, 1.904], [1.657, -0.434, 0.136], [0.039, -0.547, -0.013], [0.704, 0.595, -0.002], [-1.334, -0.359, 0.321], [0.835, -0.127, 0.448], [0.523, 0.020, -0.584], [-1.202, 1.037, -0.176], [1.087, 0.062, -0.387]]
}



Record 4
{
  "formula": "C5H8LiO3Tb",
  "method": "the ωB97M-V functional and the def2-TZVPD basis",
  "multiplicity": 8,
  "total_charge": 3,
  "orbital_gap_ha": [0.3018, 0.2779],
  "s2": 15.7641,
  "lumo_ev": [-11.91, -12.56],
  "energy_ev": -34063.445,
  "homo_ev": [-20.12, -20.12],
  "symbols": ["Tb", "O", "O", "O", "C", "C", "C", "C", "C", "Li", "H", "H", "H", "H", "H", "H", "H", "H"],
  "positions_angstrom": [[-3.411353, 0.594692, -1.227395], [-0.644700, -0.488063, -0.858915], [-1.609043, 0.820066, 0.491496], [0.288610, -0.106582, 1.171803], [0.081450, -1.650599, -1.329358], [0.357253, 2.318151, 2.348624], [0.715280, 2.575930, 3.541113], [-0.673560, -0.078532, 0.377417], [0.611076, -1.285333, -2.692268], [1.308267, -1.377567, 2.174935], [0.975687, -2.201456, -3.173200], [0.446352, 2.876337, 1.418930], [0.898811, -1.824920, -0.618160], [-0.189875, -0.855044, -3.307126], [1.165605, 2.073311, 4.392738], [1.430743, -0.561910, -2.598302], [-0.632054, -2.482845, -1.396717], [-1.118548, 1.654364, 1.284386]],
  "atomic_forces_ev_per_a": [[0.349, 0.099, 0.095], [-2.190, -0.474, -0.177], [-0.750, 3.136, 2.523], [-2.041, -1.904, -0.872], [0.872, -0.720, -0.506], [0.139, 2.375, 2.339], [-0.946, -2.963, -3.246], [4.880, 1.554, 0.420], [0.254, -0.019, 0.025], [0.176, 0.175, 0.156], [-0.016, 0.315, -0.014], [0.206, -0.215, -0.068], [-0.333, -0.238, -0.228], [0.216, -0.183, -0.016], [-0.089, 1.096, 0.381], [-0.200, -0.206, -0.203], [0.271, 0.187, 0.356], [-0.799, -2.014, -0.964]]
}



Record 5
{
  "formula": "C5H8N",
  "method": "the ωB97M-V functional and the def2-TZVPD basis",
  "multiplicity": 1,
  "total_charge": 1,
  "orbital_gap_ha": 0.3083,
  "lumo_ev": -5.70,
  "energy_ev": -6793.798,
  "homo_ev": -14.09,
  "smiles": "C/[NH+]=C/C1=CC1",
  "symbols": ["N", "C", "C", "C", "C", "C", "H", "H", "H", "H", "H", "H", "H", "H"],
  "positions_angstrom": [[1.032678, -0.303642, -0.034102], [-2.605143, 0.297231, -0.034463], [0.189504, 0.676787, 0.180732], [-1.120081, 0.230713, 0.119676], [-1.765132, -0.902387, 0.049620], [2.468685, 0.061648, -0.102031], [-3.366681, 0.518850, 0.686944], [3.124523, -0.616590, -0.689809], [-1.881008, -2.035693, 0.026884], [2.832016, -0.176937, 0.999998], [2.748122, 1.156351, -0.482969], [0.825558, -1.371717, 0.004912], [-2.849974, 0.682618, -0.996998], [0.366934, 1.782774, 0.271600]],
  "atomic_forces_ev_per_a": [[2.302, 0.877, -0.167], [-0.137, 0.799, -0.548], [-0.445, -1.016, -0.636], [-1.381, -0.767, 1.171], [-0.700, -2.256, -0.489], [2.399, 0.119, 1.881], [0.143, 0.194, 0.809], [-1.105, 0.188, -0.031], [0.464, 1.851, 0.163], [-0.297, 1.138, -2.125], [-1.237, -2.381, 1.159], [-0.142, 2.817, -0.232], [-0.647, -0.110, -0.810], [0.784, -1.452, -0.146]]
}



Record 6
{
  "formula": "C5H8N",
  "method": "the ωB97M-V functional and the def2-TZVPD basis",
  "multiplicity": 1,
  "total_charge": 1,
  "orbital_gap_ha": 0.4703,
  "lumo_ev": -2.74,
  "energy_ev": -6792.951,
  "homo_ev": -15.54,
  "smiles": "C1[C@@H]2[C@H]1[N+]21CC1",
  "symbols": ["N", "C", "C", "C", "C", "C", "H", "H", "H", "H", "H", "H", "H", "H"],
  "positions_angstrom": [[-0.248438, 0.268279, 0.062428], [-1.150959, -0.802575, -0.005834], [0.950603, 0.434281, 0.783532], [0.945579, 0.592509, -0.672973], [-1.647459, 0.550054, -0.045946], [1.684332, -0.597518, 0.061504], [-1.176054, -1.456868, 0.849027], [-2.268353, 0.910002, 0.810264], [1.037577, 1.243711, -1.490073], [-1.979293, 1.110131, -1.048211], [2.805235, -0.556582, -0.160987], [-1.166130, -1.328034, -0.903763], [1.121021, 1.214235, 1.611197], [1.092335, -1.581623, 0.149836]],
  "atomic_forces_ev_per_a": [[-0.511, 0.959, -0.465], [-0.635, -2.370, -0.188], [2.049, 4.066, 2.654], [0.239, -3.038, 1.407], [-3.257, 3.492, -0.702], [0.412, -0.887, -1.669], [-0.434, 0.287, 0.476], [1.186, -0.061, -0.534], [0.313, 0.881, -0.601], [0.937, -1.716, 2.216], [-1.758, -0.255, 1.071], [0.166, -0.896, -1.487], [-0.392, -1.638, -1.367], [1.685, 1.177, -0.812]]
}



Record 7
{
  "formula": "C5H8N",
  "method": "the ωB97M-V functional and the def2-TZVPD basis",
  "multiplicity": 1,
  "total_charge": 1,
  "orbital_gap_ha": 0.4147,
  "lumo_ev": -3.35,
  "energy_ev": -6794.902,
  "homo_ev": -14.63,
  "smiles": "C1=C[C@]2(C1)C[NH2+]2",
  "symbols": ["N", "C", "C", "C", "C", "C", "H", "H", "H", "H", "H", "H", "H", "H"],
  "positions_angstrom": [[-1.321640, 0.073668, 0.746625], [-1.450199, 0.232649, -0.781534], [-0.112397, 0.127111, -0.077780], [1.076603, 1.056877, -0.011467], [1.940067, 0.075385, -0.017816], [0.884810, -1.007564, 0.089013], [2.977847, 0.128682, -0.036369], [0.826055, -1.822384, -0.699686], [-2.011184, -0.503950, -1.361743], [-1.738932, 0.759494, 1.368131], [1.313019, 2.093445, -0.117150], [0.708781, -1.596730, 0.985213], [-1.735526, 1.209355, -1.146508], [-1.357310, -0.826034, 1.061067]],
  "atomic_forces_ev_per_a": [[-1.084, 2.781, -1.560], [0.963, -0.379, 0.555], [0.410, 1.268, -1.115], [-0.872, 0.867, -0.487], [-1.036, -1.244, 0.818], [-0.342, -2.329, -1.777], [1.633, -0.399, -0.083], [0.283, 1.200, 0.436], [0.616, -0.464, 0.650], [0.408, 0.276, -0.033], [-0.656, 0.648, 0.046], [0.545, 0.350, 0.622], [0.091, 0.383, 0.686], [-0.959, -2.956, 1.244]]
}



Record 8
{
  "formula": "C5H8N",
  "method": "the ωB97M-V functional and the def2-TZVPD basis",
  "multiplicity": 1,
  "total_charge": 1,
  "orbital_gap_ha": [0.2796, 0.2802],
  "lumo_ev": [-4.71, -4.71],
  "energy_ev": -6792.664,
  "homo_ev": [-12.32, -12.34],
  "symbols": ["N", "C", "C", "C", "C", "C", "H", "H", "H", "H", "H", "H", "H", "H"],
  "positions_angstrom": [[-1.323660, -0.874413, -0.100188], [1.399510, 0.674403, 1.074349], [0.013947, -0.383944, -0.614947], [1.324387, -0.616365, 0.271977], [0.257662, 1.512031, 0.971692], [-0.138369, 1.197995, -0.277766], [2.224613, -0.697179, -0.416951], [-1.676864, -1.387349, -0.922429], [-1.891347, -0.097766, -0.032424], [-0.514562, 1.789164, -1.146378], [0.227472, 2.493289, 1.307724], [-1.254740, -1.553960, 0.628804], [1.257970, -1.506188, 0.960368], [0.093981, -0.549717, -1.703834]],
  "atomic_forces_ev_per_a": [[1.821, -3.123, -3.608], [0.642, -0.078, 0.233], [1.600, 3.194, 1.211], [-1.392, -0.359, -0.371], [1.233, -1.550, -1.398], [-0.576, -1.846, -2.485], [-1.124, -0.057, 0.978], [-0.405, -0.207, 0.541], [-1.904, 1.907, 1.357], [0.393, 0.115, 1.048], [-0.396, 1.452, 1.255], [-0.262, -0.030, 1.244], [0.386, 0.783, -0.710], [-0.016, -0.203, 0.705]]
}



Sequential relative energy (zero: lowest compared OMol25 entry of this formula, charge and spin) output: 96.93; 333.15; 141.32; 173.30; 413.95; 495.69; 307.43; 523.37 kJ/mol